{"formula": "H4NO2SSi", "method": "ωB97M-V with the def2-TZVPD basis set", "orbital_gap_ev": 7.47, "total_energy_ev": -24362.254, "e_above_lowest_kcal_mol": 48.4, "e_lumo_ha": 0.1120, "homo_energy_ev": -4.4, "total_charge": -1, "symbols": ["N", "O", "O", "Si", "S", "H", "H", "H", "H"], "xyz": [[-1.691, -1.714, -0.458], [0.471, 2.335, 0.921], [-0.031, -1.105, -2.190], [1.079, 0.992, 0.808], [-1.119, -0.520, -1.349], [-2.542, -1.364, 0.043], [2.484, 1.094, 0.607], [1.055, -0.037, 1.937], [0.293, 0.318, -0.319]], "mulliken_charge": [-0.48, -0.58, -0.50, 0.40, 0.45, 0.24, -0.20, -0.17, -0.15]}


{"formula": "CH3NO3S", "method": "ωB97M-V with the def2-TZVPD basis set", "orbital_gap_ev": 10.62, "total_energy_ev": -19551.002, "e_above_lowest_kcal_mol": 53.3, "e_lumo_ha": 0.0200, "homo_energy_ev": -10.1, "total_charge": 0, "symbols": ["C", "N", "O", "O", "O", "S", "H", "H", "H"], "xyz": [[1.479, 0.456, -0.581], [-1.658, 1.573, -0.108], [1.784, 0.621, 0.554], [-1.409, -0.778, 0.593], [0.378, -0.139, -1.059], [-1.358, 0.295, -0.633], [2.065, 0.553, -1.440], [-1.655, 2.177, 0.755], [-1.030, -1.704, 0.444]], "mulliken_charge": [0.17, -0.33, -0.47, -0.46, -0.43, 0.49, 0.38, 0.30, 0.35]}


{"formula": "C6H10O", "method": "ωB97M-V with the def2-TZVPD basis set", "orbital_gap_ev": 10.51, "total_energy_ev": -8428.302, "e_above_lowest_kcal_mol": 67.8, "e_lumo_ha": 0.0367, "homo_energy_ev": -9.5, "total_charge": 0, "symbols": ["C", "C", "C", "C", "C", "C", "O", "H", "H", "H", "H", "H", "H", "H", "H", "H", "H"], "xyz": [[-0.725, 0.620, -1.835], [0.018, 0.122, -0.641], [1.473, 0.189, 0.079], [0.891, -1.135, 0.585], [-0.195, -0.605, 1.554], [-0.777, 0.477, 0.589], [0.154, -1.312, -0.636], [-0.415, 0.141, -2.794], [-0.699, 1.708, -1.940], [-1.889, 0.425, -1.251], [1.762, 0.912, 0.870], [2.228, 0.130, -0.691], [1.488, -2.014, 0.848], [0.242, -0.248, 2.497], [-0.968, -1.344, 1.756], [-1.976, 0.405, 0.131], [-0.613, 1.527, 0.880]], "mulliken_charge": [-1.06, 0.61, -0.60, -0.05, -0.76, -0.53, -0.50, 0.35, 0.30, 0.15, 0.23, 0.29, 0.44, 0.32, 0.33, 0.21, 0.27]}


{"formula": "C22H24N4O3S", "method": "ωB97M-V with the def2-TZVPD basis set", "orbital_gap_ev": 7.70, "total_energy_ev": -46141.885, "smiles": "CCOc1ccc(NC(=O)CSc2nc3ccccc3nc2N2CCOCC2)cc1", "e_above_lowest_kcal_mol": 41.0, "e_lumo_ha": -0.0005, "homo_energy_ev": -7.7, "total_charge": 0, "symbols": ["C", "C", "O", "C", "C", "C", "C", "N", "C", "O", "C", "S", "C", "N", "C", "C", "C", "C", "C", "C", "N", "C", "N", "C", "C", "O", "C", "C", "C", "C", "H", "H", "H", "H", "H", "H", "H", "H", "H", "H", "H", "H", "H", "H", "H", "H", "H", "H", "H", "H", "H", "H", "H", "H"], "xyz": [[2.642, -3.278, 4.976], [1.424, -2.509, 4.487], [1.883, -1.452, 3.670], [0.969, -0.665, 3.042], [-0.410, -0.768, 3.187], [-1.255, 0.064, 2.474], [-0.736, 1.007, 1.600], [-1.549, 1.789, 0.765], [-2.777, 1.419, 0.291], [-3.593, 0.768, 0.896], [-3.098, 2.019, -1.077], [-1.665, 2.030, -2.199], [-0.964, 0.438, -1.812], [-1.767, -0.305, -1.119], [-1.312, -1.415, -0.501], [-2.173, -2.230, 0.247], [-1.644, -3.266, 0.971], [-0.262, -3.508, 0.972], [0.595, -2.729, 0.242], [0.081, -1.675, -0.533], [0.891, -0.932, -1.309], [0.413, 0.066, -2.027], [1.263, 0.631, -2.915], [1.023, 1.788, -3.742], [1.766, 2.993, -3.149], [3.144, 2.727, -3.039], [3.391, 1.581, -2.252], [2.682, 0.347, -2.822], [0.646, 1.135, 1.479], [1.488, 0.312, 2.192], [2.329, -4.102, 5.611], [3.198, -3.669, 4.129], [3.294, -2.618, 5.542], [0.763, -3.170, 3.909], [0.860, -2.109, 5.342], [-0.847, -1.500, 3.846], [-2.323, -0.037, 2.573], [-1.021, 2.410, 0.162], [-3.905, 1.444, -1.529], [-3.395, 3.065, -0.987], [-3.227, -2.005, 0.249], [-2.292, -3.902, 1.555], [0.127, -4.330, 1.556], [1.659, -2.909, 0.229], [-0.038, 1.998, -3.844], [1.437, 1.576, -4.735], [1.673, 3.865, -3.798], [1.342, 3.230, -2.161], [4.473, 1.443, -2.251], [3.045, 1.750, -1.221], [2.823, -0.516, -2.173], [3.063, 0.133, -3.825], [1.061, 1.875, 0.807], [2.559, 0.392, 2.092]], "mulliken_charge": [-1.47, -0.02, -0.42, 0.58, -0.17, -0.78, 0.01, -0.12, 0.33, -0.63, -0.63, -0.27, 0.19, -0.41, 0.56, -0.51, -0.72, -0.56, -0.54, -0.04, -0.32, 0.69, -0.06, -0.95, -0.28, -0.41, -0.45, -0.61, -0.26, -0.64, 0.42, 0.33, 0.33, 0.22, 0.31, 0.41, 0.47, 0.28, 0.39, 0.42, 0.50, 0.40, 0.47, 0.48, 0.55, 0.32, 0.37, 0.20, 0.36, 0.22, 0.41, 0.31, 0.31, 0.43]}


{"formula": "C38H85N11O11", "method": "ωB97M-V with the def2-TZVPD basis set", "orbital_gap_ev": 7.19, "total_energy_ev": -79695.163, "e_lumo_ha": 0.0045, "homo_energy_ev": -7.1, "total_charge": 0, "symbols": ["N", "H", "H", "H", "H", "C", "N", "C", "C", "C", "C", "O", "H", "H", "H", "H", "H", "H", "H", "H", "H", "H", "H", "H", "H", "H", "C", "C", "O", "O", "H", "H", "H", "C", "C", "O", "H", "H", "H", "H", "H", "C", "O", "N", "C", "C", "H", "H", "H", "H", "H", "H", "H", "C", "O", "N", "C", "C", "H", "H", "H", "H", "H", "H", "H", "C", "O", "N", "C", "C", "H", "H", "H", "H", "H", "H", "H", "C", "O", "N", "C", "C", "H", "H", "H", "H", "H", "H", "H", "C", "O", "N", "C", "C", "H", "H", "H", "H", "H", "H", "H", "C", "C", "O", "C", "H", "H", "H", "H", "H", "H", "C", "C", "O", "C", "H", "H", "H", "H", "H", "H", "C", "C", "N", "H", "H", "H", "C", "C", "N", "H", "H", "H", "C", "C", "N", "H", "H", "H", "C", "C", "N", "H", "H", "H"], "xyz": [[-1.300, -1.054, 5.638], [-1.781, -0.346, 5.076], [-0.484, -1.459, 5.142], [-1.974, -1.792, 5.845], [-0.992, -0.625, 6.505], [0.505, -1.642, 0.685], [0.372, -0.162, 0.640], [-0.116, 0.211, -0.747], [-0.754, 0.342, 1.520], [1.654, 0.554, 0.912], [2.279, 0.141, 2.237], [1.422, 0.368, 3.316], [-0.458, -2.102, 0.481], [0.951, -1.939, 1.631], [1.162, -1.893, -0.146], [0.656, -0.075, -1.461], [-0.209, 1.294, -0.792], [-1.082, -0.225, -0.984], [-0.828, 1.424, 1.476], [-0.484, 0.000, 2.515], [-1.673, -0.148, 1.211], [1.593, 1.634, 0.802], [2.376, 0.193, 0.174], [3.229, 0.658, 2.434], [2.565, -0.915, 2.191], [1.364, -0.462, 3.847], [-4.211, 0.070, 2.714], [-4.056, -1.078, 3.728], [-2.967, -1.722, 3.754], [-5.014, -1.304, 4.500], [-4.671, -0.449, 1.865], [-3.253, 0.512, 2.452], [-4.959, 0.767, 3.088], [3.226, -3.010, 3.830], [1.996, -3.076, 4.753], [1.064, -2.113, 4.452], [3.817, -3.916, 3.997], [3.787, -2.086, 3.985], [2.897, -3.035, 2.789], [2.396, -2.975, 5.780], [1.549, -4.080, 4.672], [-0.941, -1.104, -5.673], [-1.523, -0.337, -4.935], [-0.037, -2.030, -5.277], [0.790, -2.699, -6.249], [0.228, -2.283, -3.861], [-1.072, -1.159, -6.768], [0.346, -2.678, -7.247], [0.833, -3.771, -6.044], [1.794, -2.288, -6.365], [0.999, -1.625, -3.459], [-0.666, -2.246, -3.240], [0.530, -3.327, -3.762], [2.735, 0.933, -3.388], [2.886, 0.784, -2.183], [3.467, 1.796, -4.120], [3.154, 1.952, -5.540], [4.554, 2.635, -3.653], [1.948, 0.458, -3.994], [2.281, 1.382, -5.848], [4.025, 1.605, -6.103], [2.983, 3.002, -5.783], [4.608, 2.686, -2.570], [5.507, 2.276, -4.049], [4.495, 3.672, -3.985], [-4.173, 1.116, -0.681], [-3.027, 1.551, -0.813], [-4.759, 0.283, -1.549], [-4.017, -0.350, -2.628], [-6.084, -0.201, -1.210], [-4.820, 1.488, 0.125], [-3.086, 0.167, -2.842], [-4.611, -0.293, -3.539], [-3.773, -1.378, -2.353], [-5.990, -1.095, -0.590], [-6.685, 0.551, -0.700], [-6.674, -0.434, -2.098], [0.323, -5.210, -0.359], [-0.531, -4.406, -0.006], [0.090, -6.158, -1.269], [1.006, -7.247, -1.544], [-1.097, -6.224, -2.106], [1.347, -5.260, 0.039], [1.850, -7.327, -0.860], [1.374, -7.077, -2.560], [0.516, -8.221, -1.499], [-0.766, -6.162, -3.144], [-1.638, -7.158, -1.948], [-1.774, -5.407, -1.864], [-2.217, 2.575, 4.782], [-2.506, 1.388, 4.763], [-2.499, 3.379, 3.752], [-2.084, 4.779, 3.672], [-3.188, 2.923, 2.563], [-1.756, 3.128, 5.613], [-1.661, 5.144, 4.603], [-2.994, 5.323, 3.408], [-1.423, 4.910, 2.814], [-4.104, 3.499, 2.404], [-2.558, 3.084, 1.689], [-3.513, 1.888, 2.604], [-0.466, 2.718, -3.221], [-1.064, 3.632, -4.250], [-0.781, 4.804, -4.354], [-2.040, 2.912, -5.173], [0.359, 2.142, -3.654], [-1.238, 2.018, -2.904], [0.049, 3.240, -2.415], [-2.502, 3.618, -5.861], [-2.820, 2.463, -4.562], [-1.383, 2.219, -5.696], [-1.688, 4.780, -0.293], [-0.248, 5.216, -0.458], [0.675, 4.418, -0.429], [0.034, 6.656, -0.717], [-2.235, 5.343, 0.458], [-1.643, 3.705, -0.126], [-2.144, 4.917, -1.278], [-0.790, 7.158, -0.198], [-0.008, 6.877, -1.785], [0.966, 7.068, -0.337], [3.630, 0.548, 5.782], [4.992, 0.534, 5.220], [6.057, 0.518, 4.793], [2.907, 0.041, 5.147], [3.276, 1.566, 5.939], [3.648, 0.046, 6.749], [3.653, 3.525, 0.313], [4.319, 4.480, -0.529], [4.891, 5.196, -1.221], [3.255, 2.658, -0.210], [2.850, 3.977, 0.897], [4.363, 3.244, 1.096], [-3.065, -4.148, 1.370], [-3.459, -3.671, 0.060], [-3.857, -3.308, -0.957], [-2.464, -3.386, 1.864], [-2.408, -5.009, 1.249], [-3.987, -4.470, 1.849], [6.100, -3.186, 1.687], [4.925, -2.694, 0.975], [4.001, -2.287, 0.429], [5.812, -3.639, 2.633], [6.726, -2.319, 1.915], [6.789, -3.805, 1.117]], "mulliken_charge": [-0.01, 0.01, 0.33, 0.47, 0.40, -0.92, 0.78, 0.01, -0.66, 0.47, -0.33, -0.46, 0.50, 0.14, 0.26, -0.17, -0.25, 0.35, 0.15, 0.19, 0.26, 0.00, 0.17, 0.42, -0.42, 0.13, 0.07, 0.18, -0.69, -0.83, 0.17, -0.65, 0.50, -0.33, -1.13, -0.71, 0.40, 0.09, -0.06, 0.30, 0.37, -0.10, -0.46, 0.30, -0.97, -0.75, 0.34, 0.36, 0.31, 0.31, 0.14, 0.20, 0.31, 0.01, -0.61, 0.29, -1.02, -0.89, 0.24, 0.27, 0.38, 0.34, 0.11, 0.34, 0.34, -0.22, -0.32, 0.27, -0.32, -0.95, 0.34, -0.19, 0.42, 0.15, 0.28, 0.33, 0.34, 0.06, -0.49, 0.20, -0.94, -0.87, 0.34, 0.31, 0.34, 0.30, 0.33, 0.33, 0.16, -0.01, -0.58, 0.29, -0.75, 1.24, 0.25, 0.32, 0.34, 0.15, 0.53, -0.36, -1.04, 1.14, 0.26, -0.62, -0.87, -0.12, -0.25, -0.27, 0.39, 0.20, 0.16, -0.60, 0.75, -0.40, -1.42, 0.65, -0.50, 0.44, 0.40, 0.26, 0.32, -0.19, 0.29, -0.47, -0.19, 0.30, 0.32, 0.03, 0.23, -0.52, -0.22, 0.24, 0.41, -0.52, 0.61, -0.67, -0.08, 0.20, 0.45, -0.93, 0.53, -0.40, 0.23, 0.28, 0.36]}


{"formula": "C4H10O3", "method": "ωB97M-V with the def2-TZVPD basis set", "orbital_gap_ev": 10.28, "total_energy_ev": -10451.279, "smiles": "O=CCCCO.O", "e_above_lowest_kcal_mol": 45.3, "e_lumo_ha": 0.0152, "homo_energy_ev": -9.9, "total_charge": 0, "symbols": ["O", "C", "C", "C", "C", "O", "H", "H", "H", "H", "H", "H", "H", "H", "O", "H", "H"], "xyz": [[-0.578, -1.618, 2.044], [-0.130, -0.507, 1.924], [-0.173, 0.174, 0.559], [-1.454, 0.016, -0.244], [-1.207, 0.425, -1.718], [-0.722, 1.773, -1.778], [0.394, 0.031, 2.736], [0.103, 1.213, 0.721], [0.563, -0.497, 0.113], [-1.819, -1.006, -0.219], [-2.137, 0.721, 0.237], [-1.894, 0.148, -2.516], [-0.407, -0.330, -1.971], [0.084, 1.726, -1.268], [3.308, -0.376, -0.186], [3.304, -1.320, -0.457], [3.214, 0.058, -1.065]], "mulliken_charge": [-0.48, -0.16, -0.43, -0.40, -0.51, -0.49, 0.35, 0.42, 0.17, 0.31, 0.32, 0.39, 0.21, 0.32, -0.66, 0.32, 0.32]}


What did the fourth record say?
{"formula": "C22H24N4O3S", "method": "ωB97M-V with the def2-TZVPD basis set", "orbital_gap_ev": 7.70, "total_energy_ev": -46141.885, "smiles": "CCOc1ccc(NC(=O)CSc2nc3ccccc3nc2N2CCOCC2)cc1", "e_above_lowest_kcal_mol": 41.0, "e_lumo_ha": -0.0005, "homo_energy_ev": -7.7, "total_charge": 0, "symbols": ["C", "C", "O", "C", "C", "C", "C", "N", "C", "O", "C", "S", "C", "N", "C", "C", "C", "C", "C", "C", "N", "C", "N", "C", "C", "O", "C", "C", "C", "C", "H", "H", "H", "H", "H", "H", "H", "H", "H", "H", "H", "H", "H", "H", "H", "H", "H", "H", "H", "H", "H", "H", "H", "H"], "xyz": [[2.642, -3.278, 4.976], [1.424, -2.509, 4.487], [1.883, -1.452, 3.670], [0.969, -0.665, 3.042], [-0.410, -0.768, 3.187], [-1.255, 0.064, 2.474], [-0.736, 1.007, 1.600], [-1.549, 1.789, 0.765], [-2.777, 1.419, 0.291], [-3.593, 0.768, 0.896], [-3.098, 2.019, -1.077], [-1.665, 2.030, -2.199], [-0.964, 0.438, -1.812], [-1.767, -0.305, -1.119], [-1.312, -1.415, -0.501], [-2.173, -2.230, 0.247], [-1.644, -3.266, 0.971], [-0.262, -3.508, 0.972], [0.595, -2.729, 0.242], [0.081, -1.675, -0.533], [0.891, -0.932, -1.309], [0.413, 0.066, -2.027], [1.263, 0.631, -2.915], [1.023, 1.788, -3.742], [1.766, 2.993, -3.149], [3.144, 2.727, -3.039], [3.391, 1.581, -2.252], [2.682, 0.347, -2.822], [0.646, 1.135, 1.479], [1.488, 0.312, 2.192], [2.329, -4.102, 5.611], [3.198, -3.669, 4.129], [3.294, -2.618, 5.542], [0.763, -3.170, 3.909], [0.860, -2.109, 5.342], [-0.847, -1.500, 3.846], [-2.323, -0.037, 2.573], [-1.021, 2.410, 0.162], [-3.905, 1.444, -1.529], [-3.395, 3.065, -0.987], [-3.227, -2.005, 0.249], [-2.292, -3.902, 1.555], [0.127, -4.330, 1.556], [1.659, -2.909, 0.229], [-0.038, 1.998, -3.844], [1.437, 1.576, -4.735], [1.673, 3.865, -3.798], [1.342, 3.230, -2.161], [4.473, 1.443, -2.251], [3.045, 1.750, -1.221], [2.823, -0.516, -2.173], [3.063, 0.133, -3.825], [1.061, 1.875, 0.807], [2.559, 0.392, 2.092]], "mulliken_charge": [-1.47, -0.02, -0.42, 0.58, -0.17, -0.78, 0.01, -0.12, 0.33, -0.63, -0.63, -0.27, 0.19, -0.41, 0.56, -0.51, -0.72, -0.56, -0.54, -0.04, -0.32, 0.69, -0.06, -0.95, -0.28, -0.41, -0.45, -0.61, -0.26, -0.64, 0.42, 0.33, 0.33, 0.22, 0.31, 0.41, 0.47, 0.28, 0.39, 0.42, 0.50, 0.40, 0.47, 0.48, 0.55, 0.32, 0.37, 0.20, 0.36, 0.22, 0.41, 0.31, 0.31, 0.43]}